Computed, not measured: C5H5NO2 as an isolated structure at a distorted geometry, with the ωB97M-V functional and the def2-TZVPD basis.

The geometry in ORCA input format:
```
! wB97M-V def2-TZVPD RIJCOSX def2/J DEFGRID3
* xyz 0 1
C 1.1057 -0.3761 -0.1238
C 0.9784 0.9330 -0.0926
C -0.4227 1.5036 -0.1234
C -1.4107 0.7654 -0.0380
C -1.3766 -0.6353 -0.0911
H 2.2453 -1.5992 0.9028
H 1.8766 1.1515 0.1802
H -0.4955 2.8208 0.0714
H -2.3309 1.1286 -0.0239
H -0.1202 -2.0588 -0.3851
N -0.0108 -1.2162 -0.0471
O 2.2557 -0.9841 -0.1713
O -2.2943 -1.4332 -0.0582
*
```

Maximum force, eV/Å: 12.2
DFT total energy, Ha: -398.62230